1.
ORCA calculation (wB97M-V/def2-TZVPD) on a molecular structure, CHINOS in a non-equilibrium geometry.

Last column: Mulliken charge in e.
Cartesian coordinates (Å):
C  2.00  -0.09  -1.16  0.53
N  1.52  0.59  -0.32  -0.18
O  2.53  -0.55  -2.10  -0.55
S  0.78  0.88  1.13  -0.32
I  -1.81  -0.74  -0.51  -0.57
H  -0.56  0.15  0.48  0.10

Its gap between HOMO and LUMO is 7.4 eV. Its total charge is -1. The spin multiplicity is 1.

2.
ORCA calculation (wB97M-V/def2-TZVPD) on 3 unconnected molecules or ions with the total composition C9H19NO6P in a non-equilibrium geometry.

Last column: Mulliken charge in e.
Cartesian coordinates (Å):
N  -4.31  7.52  -0.11  -0.25
C  -4.54  6.24  0.10  0.38
O  -4.57  4.75  -0.11  -0.25
P  -3.13  4.24  -0.99  0.63
O  -3.07  5.14  -2.48  -0.42
H  -3.14  2.80  -1.14  0.23
H  -1.91  4.58  -0.24  0.24
H  -2.88  4.55  -3.27  0.40
O  -0.82  2.91  -3.39  -0.58
C  -0.50  1.77  -3.07  0.80
O  -1.12  1.15  -2.05  -0.33
C  -0.92  -0.23  -1.68  -0.49
C  0.33  -0.39  -0.84  -0.64
C  0.64  1.08  -3.76  -1.08
H  -0.92  -0.87  -2.57  0.34
H  -1.80  -0.53  -1.09  0.33
H  1.23  -0.09  -1.38  0.31
H  0.45  -1.44  -0.53  0.16
H  0.27  0.24  0.06  0.30
H  1.58  1.47  -3.36  0.28
H  0.58  1.30  -4.83  0.35
H  0.63  0.00  -3.66  0.36
O  0.08  -2.72  0.92  -0.64
C  0.79  -3.05  1.87  0.87
O  1.48  -2.13  2.57  -0.38
C  2.22  -2.40  3.77  -0.40
C  3.59  -2.96  3.44  -0.97
C  0.97  -4.51  2.20  -1.09
H  1.65  -3.04  4.45  0.37
H  2.35  -1.44  4.28  0.31
H  3.52  -3.91  2.91  0.28
H  4.17  -3.12  4.36  0.36
H  4.14  -2.27  2.79  0.31
H  1.67  -4.95  1.50  0.27
H  0.00  -5.01  2.11  0.33
H  1.31  -4.69  3.22  0.33

Its gap between HOMO and LUMO is 7.1 eV. Its total charge is +1. The spin multiplicity is 1.

3.
ORCA calculation (wB97M-V/def2-TZVPD) on a single CBrNO3 molecule in a non-equilibrium geometry.

Last column: Mulliken charge in e.
Cartesian coordinates (Å):
C  -0.49  0.10  -0.52  0.40
N  0.33  -0.36  0.68  0.92
O  0.03  -1.45  1.06  -0.49
O  -1.50  -0.35  -0.88  -0.25
O  1.15  0.39  1.11  -0.47
Br  0.49  1.66  -1.45  -0.11

Its SMILES is O=C(Br)[N+](=O)[O-]. Its gap between HOMO and LUMO is 9.6 eV. Its total charge is 0. The spin multiplicity is 1.

4.
ORCA calculation (wB97M-V/def2-TZVPD) on a gas-phase ion, C4H11N2S (charge -1) in a non-equilibrium geometry.

Last column: Mulliken charge in e.
Cartesian coordinates (Å):
C  -0.36  -0.03  0.05  -0.59
N  0.70  0.98  -0.18  -0.42
C  0.91  1.22  -1.60  -0.52
N  -0.03  2.14  -2.20  -0.68
C  -0.29  -0.63  1.46  -0.45
C  -0.58  -2.12  1.55  -0.75
S  -0.04  -2.96  3.09  -0.69
H  -1.32  0.49  -0.11  0.17
H  -0.38  -0.81  -0.73  0.32
H  1.52  0.55  0.22  0.27
H  0.82  0.30  -2.20  0.38
H  1.94  1.53  -1.75  0.40
H  -0.12  2.99  -1.65  0.27
H  -0.96  1.73  -2.12  0.26
H  -0.85  -0.05  2.14  0.34
H  0.73  -0.43  1.81  0.25
H  -1.65  -2.30  1.49  0.20
H  -0.05  -2.61  0.73  0.21

Its SMILES is NCNCCC[S-]. Its gap between HOMO and LUMO is 5.8 eV. Its total charge is -1. The spin multiplicity is 1.

5.
ORCA calculation (wB97M-V/def2-TZVPD) on 8 unconnected molecules or ions with the total composition C39H73N4O12S5 in a non-equilibrium geometry.

Last column: Mulliken charge in e.
Cartesian coordinates (Å):
O  6.23  -2.72  0.14  -0.70
S  4.76  -2.45  0.62  1.09
O  4.79  -2.37  2.19  -0.68
C  3.70  -3.94  0.20  -0.11
C  3.74  -4.39  -1.38  -0.63
C  2.78  -3.44  -2.34  -0.19
C  1.28  -4.04  -2.61  -0.75
C  0.21  -3.75  -1.40  0.18
C  -0.03  -5.02  -0.38  -0.19
C  -1.52  -5.69  -0.46  -0.55
S  -1.99  -6.59  1.13  -0.08
C  -3.33  -5.64  2.08  0.29
N  -3.28  -5.01  3.48  -0.04
N  -4.49  -4.40  3.79  -0.41
C  -5.44  -4.63  2.60  0.06
O  -4.71  -5.40  1.57  -0.29
N  4.21  -0.94  -0.07  -0.26
S  4.91  0.44  0.80  0.69
O  4.92  1.62  -0.25  -0.60
O  6.37  0.16  1.27  -0.63
C  3.79  1.02  2.23  -0.61
C  2.27  1.11  1.59  0.04
C  1.21  1.99  2.52  -0.36
S  0.37  3.30  1.48  0.06
C  -1.39  2.83  1.03  -0.07
S  -2.63  2.83  2.23  -0.17
N  -1.85  2.39  -0.37  0.35
C  -0.69  2.63  -1.32  0.17
C  -0.46  4.22  -1.79  -0.39
C  0.79  4.68  -2.79  -0.57
C  1.86  3.57  -3.36  -0.36
C  1.59  1.99  -2.93  -0.42
C  0.34  1.51  -1.93  -0.08
C  -2.18  0.92  -0.21  0.03
C  -3.62  0.40  -0.87  -0.49
C  -4.09  -1.19  -0.69  -0.87
C  -3.19  -2.32  0.14  -0.30
C  -1.76  -1.81  0.76  -0.09
C  -1.30  -0.20  0.60  0.34
H  2.56  -3.81  0.49  -0.37
H  4.12  -4.86  0.82  0.33
H  3.52  -5.54  -1.57  0.31
H  4.85  -4.20  -1.75  0.30
H  3.32  -3.39  -3.40  0.21
H  2.80  -2.34  -1.92  0.17
H  0.86  -3.48  -3.57  0.25
H  1.35  -5.19  -2.90  0.22
H  -0.79  -3.37  -1.89  0.41
H  0.63  -2.83  -0.77  -0.29
H  0.73  -5.87  -0.73  0.36
H  0.25  -4.65  0.70  -0.16
H  -1.49  -6.51  -1.32  0.34
H  -2.32  -4.90  -0.80  0.23
H  -6.55  -4.23  2.57  0.32
H  3.81  0.15  3.03  0.27
H  4.14  2.06  2.64  0.40
H  1.87  -0.01  1.52  -0.13
H  2.35  1.54  0.49  0.09
H  0.41  1.19  2.91  0.29
H  1.77  2.49  3.42  0.43
H  -1.20  5.07  -1.41  0.39
H  0.85  5.83  -3.05  0.26
H  2.75  3.93  -4.04  0.35
H  2.38  1.21  -3.36  0.23
H  0.22  0.38  -1.66  0.31
H  -4.36  1.09  -1.45  0.20
H  -5.12  -1.61  -1.12  0.21
H  -3.52  -3.43  0.28  0.25
H  -1.01  -2.50  1.34  0.26
H  -0.29  0.12  1.08  0.05
C  1.76  7.12  2.44  -0.92
C  0.66  8.05  1.96  -0.01
O  0.24  7.68  0.66  -0.52
H  2.61  7.15  1.75  0.27
H  2.09  7.40  3.44  0.36
H  1.40  6.08  2.46  0.14
H  1.03  9.08  1.92  0.25
H  -0.20  8.02  2.63  0.17
H  -0.09  6.76  0.71  0.25
C  6.99  3.83  -1.76  -0.88
C  6.22  3.84  -3.07  0.06
O  6.90  4.64  -4.03  -0.56
H  7.11  4.85  -1.38  0.29
H  6.47  3.22  -1.01  0.13
H  7.99  3.42  -1.91  0.34
H  5.22  4.27  -2.92  0.12
H  6.10  2.83  -3.47  0.23
H  7.78  4.24  -4.16  0.30
C  4.44  -5.86  -7.12  -1.12
C  4.72  -5.42  -5.70  -0.27
O  3.56  -4.83  -5.13  -0.38
H  4.12  -5.01  -7.73  0.27
H  5.33  -6.31  -7.57  0.35
H  3.62  -6.59  -7.14  0.35
H  5.52  -4.68  -5.68  0.32
H  5.02  -6.27  -5.08  0.27
H  2.85  -5.51  -5.14  0.22
C  -9.33  -8.02  3.73  -1.09
C  -8.36  -7.20  2.90  -0.16
O  -8.73  -5.83  2.95  -0.53
H  -10.36  -7.90  3.36  0.27
H  -9.07  -9.08  3.70  0.33
H  -9.33  -7.68  4.77  0.34
H  -8.39  -7.53  1.86  0.31
H  -7.34  -7.31  3.28  0.23
H  -8.69  -5.55  3.88  0.31
C  -4.08  4.19  -4.13  -0.76
C  -5.03  4.88  -3.18  -0.24
O  -5.35  4.01  -2.10  -0.52
H  -4.53  3.27  -4.53  0.25
H  -3.82  4.84  -4.97  0.34
H  -3.16  3.89  -3.62  0.10
H  -5.95  5.16  -3.69  0.29
H  -4.57  5.79  -2.77  0.26
H  -4.52  3.78  -1.65  0.28
C  -3.52  10.41  2.88  -1.02
C  -2.51  10.16  3.98  -0.24
O  -1.21  10.04  3.42  -0.45
H  -3.51  9.59  2.15  0.26
H  -4.53  10.50  3.30  0.34
H  -3.28  11.33  2.33  0.33
H  -2.74  9.23  4.51  0.29
H  -2.50  10.98  4.70  0.26
H  -1.01  10.87  2.96  0.26
C  0.78  -3.73  5.33  -1.34
C  0.01  -3.71  4.02  -0.04
O  0.69  -2.92  3.07  -0.23
H  0.90  -2.71  5.72  0.28
H  0.26  -4.33  6.08  0.39
H  1.78  -4.14  5.18  0.36
H  -0.99  -3.29  4.17  0.27
H  -0.11  -4.73  3.63  0.21
H  1.57  -3.31  2.94  0.13

Its gap between HOMO and LUMO is 6.5 eV. Its total charge is -1. The spin multiplicity is 1.

6.
ORCA calculation (wB97M-V/def2-TZVPD) on a molecular structure, C8H17ClHfINO3P in a non-equilibrium geometry.

Last column: Mulliken charge in e.
Cartesian coordinates (Å):
C  0.52  -1.70  0.15  0.01
C  2.03  -1.49  -0.12  0.40
H  0.40  -2.78  0.30  0.42
H  -0.11  -1.48  -0.75  0.06
H  0.19  -1.22  1.10  -0.30
O  2.59  -1.67  -1.18  -0.46
I  2.99  0.89  0.94  0.11
Hf  -1.91  0.30  -0.02  1.53
P  -0.31  0.80  -1.94  0.90
C  1.44  1.12  -2.36  -1.19
C  -0.52  -0.44  -3.27  -1.13
H  -2.04  2.43  -2.45  0.49
H  -0.84  2.24  -3.80  0.40
H  -0.41  3.15  -2.32  0.43
C  -0.99  2.31  -2.71  -1.18
H  -1.52  -0.85  -3.30  0.42
H  -0.31  0.03  -4.23  0.47
H  1.49  1.35  -3.44  0.45
H  2.09  0.26  -2.15  0.27
H  0.19  -1.26  -3.14  0.41
H  1.82  1.99  -1.82  0.40
C  2.89  -1.25  1.12  0.14
O  3.45  -2.03  1.84  -0.34
Cl  -3.56  1.86  -0.22  -0.17
C  -0.17  -0.90  3.80  -1.00
C  -1.28  -0.12  3.22  0.91
N  -2.10  0.51  4.09  -0.31
O  -1.51  -0.02  1.96  -0.62
H  -0.25  -0.88  4.91  0.41
H  0.84  -0.50  3.56  0.22
H  -0.23  -1.96  3.47  0.34
H  -2.88  1.00  3.70  0.24
H  -1.98  0.33  5.09  0.28

Its gap between HOMO and LUMO is 4.4 eV. Its total charge is +3. The spin multiplicity is 1.

7.
ORCA calculation (wB97M-V/def2-TZVPD) on 4 unconnected molecules or ions with the total composition C20H29BrF3IO15S4.

Last column: Mulliken charge in e.
Cartesian coordinates (Å):
O  3.99  -1.99  1.25  -0.47
C  4.00  -0.83  0.94  0.05
C  3.11  0.23  1.56  -0.90
C  2.21  0.84  0.52  0.69
C  2.35  2.05  -0.04  0.32
C  3.44  3.02  0.37  -0.67
C  3.62  4.19  -0.56  0.27
O  4.37  4.26  -1.45  -0.43
Br  2.50  5.72  -0.07  -0.18
C  1.37  2.43  -1.09  0.04
O  1.64  3.06  -2.07  -0.52
C  -0.03  1.92  -0.86  -0.35
I  -1.54  3.19  -1.47  0.26
C  -0.17  0.72  -0.30  0.12
S  -1.71  -0.09  0.07  1.30
O  -2.60  -0.03  -1.05  -0.41
O  -1.42  -1.32  0.73  -0.67
C  -2.41  1.01  1.44  0.72
F  -1.48  1.87  1.85  -0.23
F  -2.75  0.21  2.45  -0.22
F  -3.49  1.66  1.02  -0.20
C  1.09  -0.03  0.03  -0.13
O  1.22  -1.21  -0.12  -0.53
H  4.68  -0.45  0.15  0.39
H  2.50  -0.24  2.34  0.34
H  3.74  0.99  2.00  0.47
H  3.16  3.40  1.36  0.49
H  4.41  2.53  0.47  0.42
O  -2.97  2.83  8.02  -0.64
S  -2.19  1.65  8.23  1.21
O  -0.98  1.47  7.48  -0.60
O  -3.12  0.38  8.03  -0.26
C  -3.92  0.31  6.83  -0.50
C  -3.11  -0.08  5.61  -0.84
C  -1.86  1.43  9.94  -0.93
H  -4.42  1.27  6.68  0.36
H  -4.68  -0.43  7.05  0.28
H  -2.39  0.69  5.35  0.29
H  -3.77  -0.25  4.77  0.38
H  -2.55  -1.00  5.81  0.27
H  -2.79  1.53  10.49  0.31
H  -1.16  2.21  10.22  0.37
H  -1.42  0.45  10.09  0.32
O  6.87  -3.99  -2.32  -0.65
S  5.78  -3.93  -3.24  1.22
O  5.11  -2.69  -3.46  -0.59
O  4.72  -5.05  -2.86  -0.25
C  4.27  -5.09  -1.48  -0.55
C  3.25  -4.02  -1.18  -0.66
C  6.26  -4.61  -4.79  -0.94
H  5.14  -5.02  -0.82  0.35
H  3.84  -6.09  -1.36  0.27
H  3.69  -3.03  -1.23  0.10
H  2.85  -4.16  -0.17  0.41
H  2.43  -4.06  -1.89  0.30
H  6.74  -5.56  -4.63  0.31
H  6.96  -3.90  -5.24  0.37
H  5.38  -4.71  -5.42  0.31
O  -3.42  1.46  -3.91  -0.53
S  -3.82  0.50  -4.89  1.18
O  -2.92  0.15  -5.94  -0.62
O  -5.21  0.96  -5.52  -0.31
C  -5.30  2.32  -6.01  -0.32
C  -4.63  2.50  -7.36  -0.98
C  -4.39  -0.95  -4.10  -0.93
H  -4.89  3.00  -5.26  0.29
H  -6.37  2.51  -6.08  0.28
H  -3.55  2.38  -7.29  0.29
H  -4.84  3.50  -7.74  0.39
H  -5.00  1.76  -8.07  0.27
H  -5.10  -0.67  -3.32  0.30
H  -3.52  -1.43  -3.65  0.34
H  -4.85  -1.60  -4.84  0.36

Its SMILES is O=CCC1=C(CC(=O)Br)C(=O)C(I)=C(S(=O)(=O)C(F)(F)F)C1=O.CCOS(C)(=O)=O.CCOS(C)(=O)=O.CCOS(C)(=O)=O. Its gap between HOMO and LUMO is 8.1 eV. Its total charge is 0. The spin multiplicity is 1.

8.
ORCA calculation (wB97M-V/def2-TZVPD) on 7 unconnected molecules or ions with the total composition C60H49Cl3N3O10 in a non-equilibrium geometry.

Last column: Mulliken charge in e.
Cartesian coordinates (Å):
C  7.57  19.46  -28.31  -0.94
N  6.84  18.19  -28.07  0.09
C  5.91  18.09  -27.11  -0.30
C  5.16  16.95  -26.94  -0.27
C  5.44  15.80  -27.64  -0.37
C  6.33  15.93  -28.71  -0.65
C  6.95  17.15  -28.92  -0.36
C  4.73  14.55  -27.38  1.19
C  3.83  14.02  -28.31  -0.41
C  3.44  12.72  -28.11  -0.42
N  3.73  12.05  -26.96  0.17
C  4.55  12.56  -26.04  -0.22
C  5.01  13.87  -26.21  -0.24
C  3.20  10.70  -26.77  -0.98
H  7.02  20.10  -29.00  0.32
H  8.55  19.20  -28.70  0.39
H  7.72  19.90  -27.32  0.36
H  5.75  18.95  -26.48  0.59
H  4.46  16.93  -26.11  0.06
H  6.46  15.13  -29.43  0.51
H  7.54  17.30  -29.81  0.43
H  3.59  14.64  -29.16  0.65
H  2.73  12.17  -28.72  0.45
H  4.92  12.03  -25.17  0.40
H  5.68  14.29  -25.47  0.48
H  3.37  10.06  -27.63  0.44
H  2.15  10.86  -26.50  0.15
H  3.65  10.23  -25.90  0.38
Cl  2.16  16.59  -25.14  1.53
O  2.42  15.61  -24.10  -0.38
O  2.39  15.91  -26.42  -0.67
O  0.79  16.95  -25.10  -0.63
O  3.14  17.63  -25.05  -0.83
Cl  5.65  17.82  -20.03  -0.20
C  4.76  18.86  -21.18  -0.61
C  3.43  18.27  -21.52  0.30
Cl  2.26  18.37  -20.17  -0.23
H  5.34  18.86  -22.10  0.29
H  4.69  19.85  -20.73  0.43
H  3.53  17.26  -21.89  -0.07
H  3.05  18.96  -22.29  0.11
C  -2.18  20.93  -21.65  -1.33
C  -1.72  19.50  -21.90  -0.73
C  -0.32  19.23  -22.43  1.71
C  0.21  20.12  -23.46  0.08
N  0.68  20.80  -24.27  -0.59
H  -1.59  21.46  -20.90  0.31
H  -3.21  21.04  -21.32  0.41
H  -2.17  21.38  -22.65  0.34
H  -2.60  19.08  -22.40  0.30
H  -1.76  18.99  -20.93  0.37
H  -0.34  18.33  -23.05  -0.30
H  0.42  19.12  -21.64  -0.52
C  -4.23  13.08  -31.54  -0.76
C  -4.36  11.70  -31.43  -0.31
C  -3.84  11.03  -30.31  -0.56
C  -3.13  11.74  -29.35  0.61
C  -2.87  13.12  -29.50  0.08
C  -3.44  13.73  -30.62  -0.45
C  -2.05  13.92  -28.55  0.21
O  -1.86  15.10  -28.69  -0.61
C  -1.38  13.12  -27.46  0.22
C  -0.37  13.70  -26.69  -0.90
C  0.41  12.94  -25.83  -0.09
C  -0.03  11.65  -25.51  -1.27
C  -1.05  11.08  -26.22  -0.53
C  -1.71  11.78  -27.24  0.49
C  -2.60  11.01  -28.15  0.39
O  -2.88  9.84  -28.01  -0.66
H  -4.71  13.49  -32.42  0.38
H  -4.81  11.07  -32.18  0.39
H  -4.01  9.98  -30.18  0.46
H  -3.24  14.77  -30.80  0.44
H  -0.18  14.77  -26.77  0.68
H  1.26  13.37  -25.32  0.86
H  0.56  11.16  -24.73  0.46
H  -1.52  10.13  -25.99  0.51
C  3.00  7.15  -22.06  -0.63
C  2.42  7.79  -23.14  -0.94
C  2.42  9.17  -23.21  -0.05
C  2.82  9.93  -22.12  0.66
C  3.31  9.30  -20.95  0.24
C  3.46  7.94  -21.00  -0.62
C  3.75  10.11  -19.80  0.33
O  4.03  9.60  -18.73  -0.62
C  4.07  11.55  -20.03  0.19
C  4.94  12.22  -19.19  -0.49
C  5.50  13.45  -19.47  -0.75
C  5.06  14.08  -20.63  -0.49
C  4.16  13.47  -21.48  -0.32
C  3.67  12.18  -21.26  0.42
C  2.96  11.43  -22.34  0.07
O  2.64  11.99  -23.37  -0.08
H  3.13  6.08  -22.13  0.42
H  1.98  7.20  -23.94  0.43
H  2.09  9.78  -24.05  0.06
H  3.82  7.42  -20.12  0.45
H  5.26  11.71  -18.28  0.49
H  6.22  13.86  -18.77  0.44
H  5.40  15.07  -20.90  0.38
H  3.98  14.05  -22.38  0.43
C  -5.79  13.61  -17.20  -0.32
C  -4.82  13.63  -16.21  -0.53
C  -3.49  13.65  -16.62  -0.49
C  -3.16  13.92  -17.94  0.31
C  -4.16  13.93  -18.94  0.51
C  -5.51  13.78  -18.55  -0.92
C  -3.83  14.10  -20.38  0.38
O  -4.66  14.12  -21.25  -0.63
C  -2.36  14.30  -20.66  0.26
C  -2.05  14.60  -21.98  -1.14
C  -0.74  14.83  -22.38  -0.62
C  0.28  14.82  -21.43  -0.07
C  -0.02  14.51  -20.09  -1.11
C  -1.33  14.30  -19.69  0.44
C  -1.71  14.09  -18.27  0.67
O  -0.88  14.15  -17.39  -0.67
H  -6.78  13.41  -16.80  0.36
H  -5.14  13.57  -15.18  0.40
H  -2.74  13.78  -15.85  0.39
H  -6.36  13.76  -19.21  0.43
H  -2.82  14.72  -22.74  0.51
H  -0.42  15.11  -23.38  0.68
H  1.25  15.17  -21.74  0.56
H  0.86  14.43  -19.46  0.57

Its gap between HOMO and LUMO is 6.0 eV. Its total charge is +1. The spin multiplicity is 1.